(1)
Density functional theory data (ωB97M-V/def2-TZVPD) for a 10-piece molecular cluster, C37H61NO27 overall at a distorted geometry.

XYZ file:
```
126
C37H61NO27 (ωB97M-V/def2-TZVPD)
C -22.635 3.836 -0.202
C -21.452 3.626 -1.234
C -21.412 2.179 -1.690
O -21.567 2.245 -3.112
C -21.799 3.444 -3.474
O -22.015 3.830 -4.593
O -21.663 4.267 -2.480
H -22.901 4.883 -0.064
H -22.332 3.440 0.766
H -23.499 3.383 -0.497
H -20.434 3.822 -0.831
H -22.267 1.723 -1.124
H -20.450 1.746 -1.354
C -15.783 4.094 -1.727
C -16.697 3.063 -0.987
C -16.161 1.620 -0.890
O -16.587 1.336 0.446
C -17.184 2.399 1.053
O -17.693 2.339 2.186
O -17.112 3.427 0.364
H -14.948 4.365 -1.081
H -16.348 4.978 -1.772
H -15.391 3.770 -2.691
H -17.621 2.926 -1.570
H -15.081 1.592 -0.922
H -16.560 0.998 -1.645
C -20.251 -1.669 5.914
C -20.072 -1.980 4.445
C -19.280 -0.936 3.781
O -17.984 -1.599 3.804
C -18.111 -2.883 3.920
O -17.176 -3.708 3.980
O -19.308 -3.136 4.102
H -20.886 -2.425 6.357
H -20.691 -0.721 6.018
H -19.241 -1.694 6.318
H -21.036 -2.181 4.037
H -19.127 -0.031 4.191
H -19.642 -0.743 2.775
C -17.976 6.925 8.740
C -16.825 6.708 7.725
C -16.140 5.382 7.959
O -16.178 4.763 6.714
C -16.946 5.401 5.872
O -17.220 5.076 4.695
O -17.420 6.534 6.496
H -17.586 6.881 9.688
H -18.713 6.149 8.707
H -18.263 8.001 8.774
H -16.178 7.546 7.764
H -16.810 4.849 8.633
H -15.170 5.349 8.438
C -20.281 8.671 5.490
C -19.103 9.521 5.987
C -17.891 9.457 5.067
O -17.977 10.768 4.401
C -18.764 11.540 4.969
O -18.985 12.725 4.711
O -19.467 10.894 5.894
H -21.043 8.691 6.186
H -19.982 7.639 5.510
H -20.386 8.912 4.425
H -18.921 9.319 7.045
H -17.999 8.677 4.411
H -16.877 9.430 5.521
C -17.323 6.599 1.497
C -18.367 7.715 1.735
C -19.126 8.099 0.448
O -20.406 7.428 0.703
C -20.508 7.180 1.903
O -21.581 6.775 2.403
O -19.373 7.240 2.528
H -16.636 6.734 0.643
H -17.903 5.711 1.124
H -16.919 6.192 2.528
H -17.907 8.546 2.294
H -18.800 7.748 -0.510
H -19.485 9.130 0.259
C -19.486 4.376 11.335
O -20.033 4.294 10.052
C -19.770 3.067 9.505
O -19.175 1.979 10.197
O -20.148 2.897 8.209
C -19.927 1.541 7.706
H -19.563 5.365 11.771
H -18.434 4.202 11.265
H -19.977 3.581 11.906
H -19.090 0.988 8.074
H -19.731 1.785 6.703
H -20.859 0.912 7.841
C -18.092 -1.508 0.004
O -19.408 -1.726 0.220
C -20.197 -0.594 0.435
O -19.799 0.763 0.755
O -21.520 -0.812 0.415
C -22.274 -0.091 1.309
H -17.612 -1.265 0.917
H -17.955 -0.726 -0.717
H -17.669 -2.394 -0.419
H -21.769 -0.121 2.239
H -23.310 -0.457 1.353
H -22.278 0.930 1.095
C -15.965 -2.344 6.714
O -16.771 -1.189 6.812
C -16.388 -0.011 6.283
O -15.038 0.327 5.834
O -17.339 0.883 6.397
C -17.163 2.126 5.712
H -15.252 -2.518 5.925
H -16.713 -3.207 6.633
H -15.389 -2.355 7.631
H -16.154 2.437 5.917
H -17.765 2.943 6.185
H -17.404 2.008 4.673
C -20.438 4.611 5.191
C -20.104 4.043 3.867
C -21.168 3.222 3.185
C -21.441 2.087 4.055
N -21.638 1.208 4.746
H -20.405 3.844 5.948
H -21.393 5.098 5.178
H -19.691 5.323 5.470
H -19.261 3.281 4.051
H -19.873 4.837 3.142
H -20.590 2.801 2.365
H -22.061 3.677 2.830
```

The total energy is -96121.995 eV. The HOMO-LUMO gap is 0.3557 Ha. As for the spin multiplicity: 1. For the energy above the lowest of the compared OMol25 structures with the same formula, charge and spin, the calculation gives 4.670 eV.

=====

(2)
Density functional theory data (ωB97M-V/def2-TZVPD) for a 10-piece molecular cluster, C37H61NO27 overall at a distorted geometry.

XYZ file:
```
126
C37H61NO27 (ωB97M-V/def2-TZVPD)
C -4.512 0.893 -5.129
C -5.358 -0.228 -4.572
C -5.061 -1.521 -5.204
O -4.592 -2.304 -4.166
C -4.592 -1.697 -3.024
O -4.124 -2.165 -1.999
O -5.074 -0.442 -3.201
H -4.809 1.095 -6.173
H -3.448 0.693 -4.966
H -4.695 1.796 -4.559
H -6.425 -0.014 -4.727
H -4.300 -1.471 -6.003
H -5.977 -1.973 -5.552
C 2.874 1.687 2.574
C 1.536 2.150 3.243
C 0.267 2.011 2.376
O -0.615 1.300 3.259
C 0.006 0.847 4.296
O -0.540 0.115 5.141
O 1.238 1.343 4.351
H 2.870 0.590 2.231
H 3.768 1.739 3.307
H 3.233 2.271 1.691
H 1.638 3.186 3.542
H 0.366 1.376 1.489
H -0.103 3.005 2.031
C 2.591 -1.708 5.378
C 2.226 -2.497 4.124
C 3.193 -2.311 2.931
O 3.202 -3.617 2.380
C 2.626 -4.523 3.194
O 2.562 -5.703 2.914
O 2.198 -3.883 4.319
H 2.624 -0.635 5.114
H 3.611 -1.914 5.757
H 1.827 -1.702 6.194
H 1.221 -2.140 3.922
H 4.279 -2.155 3.200
H 2.793 -1.634 2.169
C 5.045 0.598 -1.911
C 4.748 1.158 -0.495
C 5.985 1.697 0.298
O 5.984 3.087 0.030
C 4.816 3.415 -0.517
O 4.485 4.592 -0.784
O 4.037 2.390 -0.622
H 4.096 0.246 -2.299
H 5.732 -0.248 -2.032
H 5.487 1.382 -2.526
H 4.207 0.332 0.053
H 6.838 1.123 0.020
H 5.886 1.539 1.314
C 0.486 -5.692 -1.411
C 1.547 -4.832 -0.712
C 3.010 -5.357 -0.768
O 3.748 -4.167 -0.643
C 2.985 -3.230 -1.281
O 3.348 -2.070 -1.622
O 1.725 -3.617 -1.402
H 0.592 -5.827 -2.501
H -0.481 -5.151 -1.266
H 0.432 -6.694 -1.061
H 1.420 -4.651 0.353
H 3.272 -5.759 -1.762
H 3.209 -6.073 0.033
C -1.691 -2.264 2.382
C -0.893 -2.491 1.138
C -1.581 -2.119 -0.210
O -0.517 -1.404 -0.802
C 0.412 -1.085 0.043
O 1.358 -0.293 -0.162
O 0.294 -1.747 1.205
H -2.540 -2.898 2.339
H -2.023 -1.279 2.550
H -1.117 -2.553 3.257
H -0.470 -3.495 1.019
H -2.573 -1.626 -0.186
H -1.722 -3.020 -0.803
C -4.840 0.111 0.569
O -3.514 0.536 0.786
C -2.839 1.180 -0.182
O -3.489 1.411 -1.435
O -1.512 1.499 -0.009
C -0.755 2.103 -1.033
H -5.003 -0.212 -0.392
H -5.351 1.005 0.817
H -5.187 -0.702 1.211
H -1.433 2.591 -1.721
H -0.283 1.374 -1.734
H 0.076 2.727 -0.745
C -4.287 4.262 7.885
O -3.638 3.121 7.368
C -3.934 2.658 6.168
O -4.818 3.353 5.364
O -3.301 1.580 5.763
C -3.582 0.934 4.542
H -5.205 4.528 7.414
H -3.625 5.155 7.880
H -4.488 4.102 8.939
H -3.043 -0.006 4.496
H -3.268 1.599 3.739
H -4.679 0.692 4.448
C 0.403 6.774 -4.143
O 1.081 6.022 -3.229
C 1.428 4.729 -3.605
O 1.606 4.313 -4.972
O 1.677 3.951 -2.519
C 2.090 2.594 -2.801
H -0.051 6.271 -5.041
H 1.218 7.301 -4.530
H -0.385 7.431 -3.664
H 1.455 2.121 -3.491
H 2.048 1.977 -1.870
H 3.166 2.686 -3.152
C 1.288 -0.941 -3.764
C -0.039 -0.510 -4.468
C -1.382 -1.044 -3.852
C -1.410 -2.459 -3.612
N -1.426 -3.622 -3.449
H 2.229 -0.700 -4.267
H 1.256 -2.026 -3.601
H 1.570 -0.601 -2.743
H -0.024 -0.858 -5.500
H -0.113 0.625 -4.453
H -2.169 -0.875 -4.606
H -1.618 -0.531 -2.914
```

The total energy is -96125.347 eV. The HOMO-LUMO gap is 0.3796 Ha. As for the spin multiplicity: 1. For the energy above the lowest of the compared OMol25 structures with the same formula, charge and spin, the calculation gives 1.319 eV.

=====

(3)
Density functional theory data (ωB97M-V/def2-TZVPD) for C37H62BrN12O2Ti as an isolated structure at a distorted geometry.

XYZ file:
```
115
C37H62BrN12O2Ti (ωB97M-V/def2-TZVPD)
Ti -0.433 0.510 -0.511
C 0.458 1.754 2.702
N 1.323 2.771 2.162
C 2.035 3.534 3.184
C 1.554 2.936 0.853
N 1.174 2.066 -0.097
C 1.593 2.452 -1.461
C 0.396 2.558 -2.376
N -0.237 1.227 -2.516
C 0.577 0.349 -3.417
C 0.982 -0.954 -2.743
N 1.685 -0.667 -1.502
C 2.886 -1.109 -1.227
N 3.264 -0.930 0.137
C 4.164 0.198 0.344
C 3.590 -2.079 0.982
N 3.777 -1.619 -2.093
C 4.965 -2.357 -1.639
C 3.753 -1.382 -3.538
C -1.611 1.394 -3.040
C -2.328 0.065 -2.975
N -2.010 -0.633 -1.711
C -2.540 -1.859 -1.630
N -2.778 -2.639 -2.695
C -1.982 -2.706 -3.916
C -3.921 -3.556 -2.733
N -2.928 -2.351 -0.400
C -2.808 -3.787 -0.152
C -4.116 -1.749 0.208
N 2.253 4.087 0.528
C 3.640 4.061 0.079
C 1.806 5.383 1.030
H -0.138 1.358 1.906
H 1.043 0.950 3.158
H -0.201 2.187 3.456
H 2.311 2.852 3.988
H 1.407 4.321 3.602
H 2.947 3.968 2.788
H 2.293 1.707 -1.843
H 2.087 3.415 -1.467
H 0.686 2.952 -3.353
H -0.326 3.244 -1.931
H 1.481 0.888 -3.699
H 0.027 0.139 -4.335
H 1.514 -1.581 -3.457
H 0.086 -1.505 -2.458
H 5.202 -0.002 0.048
H 4.162 0.450 1.405
H 3.797 1.053 -0.221
H 3.066 -2.972 0.643
H 3.246 -1.863 1.997
H 4.662 -2.284 1.034
H 4.700 -3.179 -0.983
H 5.681 -1.706 -1.137
H 5.452 -2.787 -2.508
H 3.185 -0.490 -3.788
H 3.369 -2.243 -4.088
H 4.776 -1.211 -3.869
H -1.591 1.765 -4.066
H -2.125 2.129 -2.429
H -2.069 -0.522 -3.852
H -3.405 0.246 -3.025
H -0.994 -2.277 -3.781
H -2.490 -2.224 -4.755
H -1.855 -3.758 -4.173
H -4.620 -3.359 -1.929
H -3.596 -4.597 -2.692
H -4.447 -3.401 -3.676
H -3.735 -4.336 -0.335
H -2.540 -3.932 0.894
H -2.018 -4.209 -0.771
H -4.161 -0.690 -0.032
H -4.091 -1.886 1.287
H -5.029 -2.227 -0.161
H 3.913 3.071 -0.277
H 4.317 4.329 0.896
H 3.783 4.782 -0.728
H 0.787 5.313 1.408
H 1.814 6.093 0.201
H 2.453 5.780 1.816
O -5.255 2.427 1.369
C -4.404 3.497 1.355
C -4.764 4.760 1.805
C -3.835 5.788 1.792
C -2.546 5.567 1.323
C -2.192 4.307 0.872
C -3.115 3.271 0.884
C -2.775 1.878 0.421
O -1.555 1.763 -0.228
N -2.692 0.995 1.577
N -1.832 -0.026 1.462
C -1.738 -0.917 2.374
C -0.756 -1.956 2.289
Br 0.327 -1.712 0.699
C -0.546 -2.917 3.203
C 0.343 -4.059 3.242
C 0.898 -4.672 2.108
C 1.725 -5.770 2.236
C 2.022 -6.286 3.493
C 1.460 -5.708 4.623
C 0.623 -4.616 4.499
H -6.137 2.711 1.636
H -5.771 4.935 2.165
H -4.123 6.764 2.156
H -1.836 6.383 1.303
H -1.198 4.110 0.485
H -3.572 1.535 -0.258
H -3.500 0.936 2.182
H -2.402 -0.913 3.237
H -1.151 -2.795 4.100
H 0.641 -4.326 1.117
H 2.131 -6.241 1.350
H 2.669 -7.147 3.590
H 1.672 -6.118 5.601
H 0.189 -4.172 5.387
```

The total charge is +3. The total energy is -154485.612 eV. The HOMO-LUMO gap is 0.2180 Ha. As for the spin multiplicity: 1. For the energy above the lowest of the compared OMol25 structures with the same formula, charge and spin, the calculation gives 2.336 eV.

=====

(4)
Density functional theory data (ωB97M-V/def2-TZVPD) for a 5-piece molecular cluster, C37H62ClFN5O16 overall at a distorted geometry.

XYZ file:
```
122
C37H62ClFN5O16 (ωB97M-V/def2-TZVPD)
C 5.610 6.746 4.413
C 5.515 5.333 5.299
N 5.500 4.209 4.284
C 4.509 3.113 4.647
C 3.384 2.798 3.498
C 3.411 1.275 2.892
N 2.429 1.392 1.714
C 4.781 0.779 2.073
N 4.610 -0.714 2.297
C 3.395 -1.163 3.135
N 2.871 -2.423 3.268
C 1.623 -2.769 4.109
C 1.931 -2.502 5.677
C 1.174 -1.290 6.425
C 0.183 -0.342 5.556
C -1.369 -0.941 5.730
C -2.286 -0.219 4.544
C -2.695 1.278 5.137
C -3.328 2.283 3.986
O -2.566 3.556 4.045
C -3.458 4.723 3.961
C -3.141 5.814 2.740
O -4.481 4.985 4.812
C 3.600 -3.563 2.527
C 2.788 -4.039 1.176
O 3.393 -3.855 -0.001
Cl 1.091 -4.836 1.276
N 2.912 0.116 3.780
F 3.614 0.086 4.941
C 6.900 3.675 4.075
C 7.809 2.861 5.178
O 7.471 3.915 2.870
H 5.383 7.683 5.086
H 4.768 6.712 3.581
H 6.669 6.898 3.927
H 6.488 5.322 5.979
H 4.541 5.408 5.959
H 3.911 3.341 5.651
H 5.135 2.142 4.837
H 2.301 3.078 3.875
H 3.605 3.551 2.599
H 2.613 2.251 1.151
H 2.510 0.551 1.095
H 5.810 1.246 2.402
H 4.631 1.052 0.921
H 4.403 -1.113 1.332
H 1.517 -3.952 3.980
H 0.636 -2.323 3.673
H 3.108 -2.371 5.815
H 1.673 -3.508 6.266
H 2.007 -0.602 6.932
H 0.563 -1.744 7.338
H 0.384 -0.288 4.406
H 0.151 0.719 6.090
H -1.783 -0.677 6.806
H -1.376 -2.126 5.588
H -3.242 -0.843 4.261
H -1.630 -0.009 3.582
H -1.731 1.821 5.549
H -3.427 1.099 6.034
H -3.218 1.785 2.928
H -4.468 2.439 4.234
H -2.954 5.257 1.717
H -3.980 6.636 2.665
H -2.117 6.328 3.039
H 3.551 -4.483 3.287
H 4.740 -3.349 2.364
H 8.889 2.575 4.801
H 7.260 1.819 5.374
H 7.845 3.387 6.241
C -0.682 -2.309 -3.145
C 0.346 -1.358 -2.566
C 0.667 -1.634 -1.128
O 1.035 -0.357 -0.641
C 0.375 0.557 -1.413
O 0.280 1.742 -1.151
O -0.167 -0.036 -2.520
H -0.837 -2.098 -4.208
H -0.366 -3.351 -3.040
H -1.655 -2.182 -2.658
H 1.252 -1.352 -3.186
H 1.493 -2.343 -1.016
H -0.191 -1.993 -0.549
C -5.013 -1.540 -7.126
C -4.327 -2.869 -6.878
C -5.022 -3.713 -5.853
O -3.962 -4.475 -5.306
C -2.829 -3.725 -5.456
O -1.766 -3.963 -4.913
O -3.048 -2.668 -6.298
H -4.496 -0.991 -7.920
H -6.057 -1.679 -7.422
H -4.977 -0.905 -6.234
H -4.193 -3.412 -7.822
H -5.778 -4.366 -6.297
H -5.484 -3.131 -5.047
C -8.858 -7.254 -9.725
C -7.830 -6.303 -9.147
C -7.509 -6.579 -7.709
O -7.141 -5.302 -7.222
C -7.801 -4.388 -7.994
O -7.896 -3.203 -7.732
O -8.344 -4.982 -9.101
H -9.013 -7.043 -10.789
H -8.542 -8.297 -9.621
H -9.831 -7.127 -9.238
H -6.924 -6.297 -9.767
H -6.684 -7.288 -7.597
H -8.367 -6.938 -7.130
C 2.440 3.535 -3.269
C 1.523 4.214 -4.266
C 0.250 3.462 -4.510
O -0.080 3.829 -5.837
C 1.099 4.128 -6.459
O 1.228 4.274 -7.661
O 2.119 4.239 -5.554
H 3.326 4.153 -3.088
H 1.934 3.364 -2.314
H 2.803 2.576 -3.656
H 1.326 5.249 -3.960
H -0.545 3.757 -3.819
H 0.370 2.373 -4.470
```

The total charge is +1. The total energy is -94804.169 eV. The HOMO-LUMO gap is 0.2618 Ha. As for the spin multiplicity: 1.